(A)
5
Properties=species:S:1:pos:R:3:lowdin_charge:R:1 method="wB97M-V/def2-TZVPD" spin_multiplicity=1
C 0.98118 0.27013 0.02821 -0.57
C -1.18535 -0.02531 -0.23353 0.10
O 1.19585 1.30226 -0.41884 0.21
O -1.98845 -0.70051 0.27935 0.10
O 0.99678 -0.84657 0.34481 0.17

(B)
5
Properties=species:S:1:pos:R:3:lowdin_charge:R:1 method="wB97M-V/def2-TZVPD" spin_multiplicity=1
C 1.44406 0.10004 -0.02000 -0.43
C -2.21078 0.36934 0.22732 0.00
O 2.30077 -0.65148 0.07538 0.23
O -2.14458 -0.69266 -0.14708 0.03
O 0.61054 0.87476 -0.13562 0.19

(C)
5
Properties=species:S:1:pos:R:3:lowdin_charge:R:1 method="wB97M-V/def2-TZVPD" spin_multiplicity=1
C -2.89132 0.60236 0.03118 -0.01
C 2.03873 -0.11611 -0.26696 -0.46
O 2.34057 0.94440 0.03893 0.22
O 1.73520 -1.17483 -0.50337 0.24
O -3.22318 -0.25581 0.70022 0.01

Which of them is most stable, and which least? Most stable: (B); least stable: (A).

(A)
11
Properties=species:S:1:pos:R:3:lowdin_charge:R:1 method="wB97M-V/def2-TZVPD" smiles="CC(=O)C(=O)C=O" spin_multiplicity=1
C -1.62227 0.24819 -0.48852 0.01
C -0.36330 -0.56494 -0.41656 -0.38
O -0.05652 -1.46043 -1.16755 0.13
C 0.58708 -0.26084 0.74638 -0.27
O 0.25965 -0.38917 1.90276 0.14
C 1.99591 0.21230 0.39026 -0.15
O 2.27004 0.60772 -0.71304 0.10
H -2.15188 0.20064 0.46874 0.09
H -2.25645 -0.11694 -1.29804 0.09
H -1.36211 1.29846 -0.66915 0.10
H 2.69986 0.22501 1.24473 0.14

(B)
11
Properties=species:S:1:pos:R:3:lowdin_charge:R:1 method="wB97M-V/def2-TZVPD" smiles="O=CC(C=O)=CO" spin_multiplicity=1
O -1.89128 0.56457 0.80972 0.06
C -0.73397 1.06042 0.36299 -0.08
C 0.18342 0.14977 -0.01848 -0.18
C -0.05701 -1.28603 0.27833 -0.26
O -0.11264 -2.09514 -0.62166 0.09
C 1.35571 0.42984 -0.84062 -0.23
O 1.76321 1.54667 -1.06835 0.05
H -0.60545 2.14381 0.32943 0.15
H -0.02492 -1.60956 1.34760 0.15
H -1.72157 -0.41964 0.65975 0.12
H 1.84450 -0.48471 -1.23871 0.13

Which of them is most stable, and which least? Most stable: (A); least stable: (B).

(A)
11
Properties=species:S:1:pos:R:3:lowdin_charge:R:1 method="wB97M-V/def2-TZVPD" spin_multiplicity=1
C 1.81063 -0.31004 0.22884 0.01
C 0.35825 0.06765 0.08625 -0.19
O 0.09311 0.67400 -0.94865 0.08
C -1.20296 0.05830 0.75654 -0.25
O -1.75582 -0.21595 1.77443 0.14
C -1.73963 0.41002 -0.59675 -0.26
O -1.99361 -0.76022 -0.88733 0.06
H 2.23614 -0.00570 1.18323 0.09
H 2.36227 0.16663 -0.59708 0.09
H 1.92374 -1.39329 0.12823 0.10
H -2.09212 1.30860 -1.12772 0.15

(B)
11
Properties=species:S:1:pos:R:3:lowdin_charge:R:1 method="wB97M-V/def2-TZVPD" spin_multiplicity=1
C 0.83089 0.39128 0.28313 0.03
C -0.32310 -0.09257 -0.21170 -0.22
C 1.06954 0.85122 -1.12954 -0.45
C -1.53130 -0.84402 0.18439 0.02
O 1.89398 1.43443 -1.72934 0.20
O -0.04825 0.22061 -1.54834 0.11
O 1.35819 0.60235 1.80489 -0.03
H -1.73890 -1.88065 -0.26248 0.12
H -2.41195 -0.45008 -0.34905 0.10
H -1.40868 -0.92331 1.20724 0.06
H 2.30958 0.69074 1.75080 0.06

Which of them is most stable, and which least? Most stable: (A); least stable: (B).

(A)
11
Properties=species:S:1:pos:R:3:lowdin_charge:R:1 method="wB97M-V/def2-TZVPD" smiles="CC(=O)C(=O)C=O" spin_multiplicity=1
C -0.03679 -1.25416 0.97333 0.01
C 0.82579 -0.19343 0.34928 -0.38
O 2.02117 -0.26658 0.19431 0.13
C 0.10968 1.08958 -0.09924 -0.28
O 0.08231 2.09871 0.56305 0.15
C -0.57687 1.03887 -1.46348 -0.15
O -0.57956 0.03159 -2.12585 0.10
H -0.50761 -0.86136 1.88228 0.10
H 0.57059 -2.12759 1.21744 0.09
H -0.83453 -1.53555 0.27619 0.09
H -1.07420 1.97993 -1.76731 0.14

(B)
11
Properties=species:S:1:pos:R:3:lowdin_charge:R:1 method="wB97M-V/def2-TZVPD" spin_multiplicity=1
C -1.74141 0.19668 -0.56021 -0.01
C -0.79706 -0.94675 -0.27589 -0.47
O -1.13647 -2.09667 -0.08135 0.09
C 0.66912 -0.65363 -0.29373 0.09
O 0.95836 0.09432 0.74833 0.00
C 2.31528 0.51846 0.72073 -0.26
O 2.61788 1.57109 1.16390 0.15
H -1.91013 0.75202 0.37209 0.10
H -2.69212 -0.19608 -0.92911 0.09
H -1.31604 0.89839 -1.28655 0.09
H 2.94117 -0.23911 0.23015 0.14

(C)
11
Properties=species:S:1:pos:R:3:lowdin_charge:R:1 method="wB97M-V/def2-TZVPD" smiles="C#CCO.O=C=O" spin_multiplicity=1
C 0.08296 0.05153 0.68927 -0.24
C -2.13073 -0.48925 -1.32961 -0.45
O -0.20480 -0.19569 -0.68631 -0.12
O -1.98470 0.41109 -2.10073 0.13
C 1.51196 0.19806 0.90721 -0.11
C 2.70134 0.24391 1.04266 0.12
O -2.61329 -1.25789 -0.61157 0.21
H -0.37003 0.64779 -1.32132 0.18
H -0.31013 -0.81760 1.22559 0.13
H -0.43547 0.94889 1.05429 0.13
H 3.75289 0.25915 1.13051 0.02

(D)
11
Properties=species:S:1:pos:R:3:lowdin_charge:R:1 method="wB97M-V/def2-TZVPD" spin_multiplicity=1
O 0.01814 1.56139 1.60090 0.05
C 0.30001 0.38256 1.37923 -0.17
C 0.06905 -0.15669 0.06793 -0.07
C -0.79232 0.70875 -0.80681 -0.33
O -0.16667 0.77892 -1.91622 0.05
C 0.64520 -1.39689 -0.45881 -0.21
O 1.15511 -2.20600 0.28807 0.07
H 0.67431 -0.27510 2.17176 0.15
H -1.89245 0.60433 -0.77700 0.15
H -0.51007 1.57565 -0.01051 0.19
H 0.49969 -1.57692 -1.53853 0.13

Which of them is most stable, and which least? Most stable: (A); least stable: (D).

(A)
11
Properties=species:S:1:pos:R:3:lowdin_charge:R:1 method="wB97M-V/def2-TZVPD" smiles="CC(=O)C(=O)C=O" spin_multiplicity=1
C -1.71220 0.20074 -0.47424 0.01
C -0.33657 -0.38336 -0.39790 -0.37
O 0.12038 -1.15081 -1.21484 0.13
C 0.59009 -0.10437 0.78450 -0.27
O 0.23177 -0.08971 1.93710 0.14
C 2.06190 0.08322 0.38435 -0.16
O 2.35575 0.81621 -0.52491 0.10
H -2.30255 -0.05167 0.41152 0.09
H -2.18104 -0.20218 -1.37313 0.09
H -1.65439 1.29274 -0.53872 0.10
H 2.82687 -0.41082 1.00627 0.13

(B)
11
Properties=species:S:1:pos:R:3:lowdin_charge:R:1 method="wB97M-V/def2-TZVPD" spin_multiplicity=1
C -0.13720 -0.49686 -0.51005 -0.22
C 0.51536 -1.42726 0.25254 -0.10
C 0.72678 0.52596 1.25474 -0.04
C -0.04068 0.82790 0.17027 -0.26
H -1.60675 -0.06791 -1.73417 0.12
H 0.85440 -2.42882 0.10757 0.13
H 0.67529 0.74917 2.64415 0.23
H -0.42434 1.99605 -1.47165 0.18
O -0.89672 -0.75141 -1.66414 0.02
O 0.90492 -0.88241 1.38284 -0.06
O -0.57105 1.95558 -0.43210 0.01

(C)
11
Properties=species:S:1:pos:R:3:lowdin_charge:R:1 method="wB97M-V/def2-TZVPD" smiles=C1O[C@@H]2O[C@H]3O[C@@]123 spin_multiplicity=1
O 1.57573 0.73934 -0.69746 0.04
C 1.12405 0.07831 0.35952 -0.21
C -0.13136 -0.43945 -0.20018 -0.16
C -1.05875 -0.24551 0.95429 -0.11
O -0.09755 0.75864 1.29733 -0.07
C 0.09937 0.26697 -1.42202 -0.19
O 0.09980 -0.99690 -1.77314 0.11
H 1.82321 -0.32260 1.09536 0.17
H -2.05860 0.14108 0.73059 0.13
H -1.11113 -1.07526 1.67446 0.12
H -0.26477 1.09536 -2.01874 0.17

Which of them is most stable, and which least? Most stable: (A); least stable: (C).

(A)
11
Properties=species:S:1:pos:R:3:lowdin_charge:R:1 method="wB97M-V/def2-TZVPD" smiles="CC(=O)C(=O)C=O" spin_multiplicity=1
C 0.09372 -1.03768 1.34529 0.01
C 0.71545 -0.11735 0.33680 -0.38
O 1.88045 -0.11805 0.01372 0.13
C -0.17599 0.94724 -0.30817 -0.28
O -0.61446 1.88425 0.31606 0.14
C -0.47655 0.80223 -1.79818 -0.15
O -0.37967 -0.25921 -2.35825 0.10
H -0.63707 -0.50573 1.96123 0.09
H 0.87334 -1.48250 1.96664 0.09
H -0.43131 -1.83721 0.80718 0.10
H -0.84791 1.72401 -2.28230 0.14

(B)
11
Properties=species:S:1:pos:R:3:lowdin_charge:R:1 method="wB97M-V/def2-TZVPD" spin_multiplicity=1
O -2.03205 0.53867 -1.28577 0.17
C -0.92919 0.19319 -1.00681 -0.40
O 0.06694 -0.24539 -1.83244 0.06
C 0.99473 -0.45922 -0.73070 -0.04
C -0.04137 0.10297 0.23923 -0.47
C 0.11914 1.04438 1.35936 0.20
O -0.59134 -0.68201 1.30989 0.04
H 1.89896 0.14185 -0.85073 0.13
H 1.22677 -1.52179 -0.62037 0.13
H -0.81708 1.62136 1.42242 0.05
H 0.10449 -0.73402 1.99593 0.12

(C)
11
Properties=species:S:1:pos:R:3:lowdin_charge:R:1 method="wB97M-V/def2-TZVPD" smiles="O=CC1(C=O)CO1" spin_multiplicity=1
O 1.87669 -0.69336 1.24335 0.10
C 1.03306 -1.00259 0.44128 -0.15
C 0.03822 -0.02779 -0.12602 -0.38
C 0.14149 1.40142 0.18254 -0.05
O 0.56466 0.90248 -1.06890 0.02
C -1.28263 -0.60805 -0.49487 -0.17
O -1.66788 -1.67312 -0.07582 0.08
H 0.94887 -2.02953 0.04932 0.14
H -0.72467 2.06550 0.15621 0.13
H 0.93486 1.63884 0.88339 0.12
H -1.86267 0.02621 -1.19049 0.14

Which of them is most stable, and which least? Most stable: (A); least stable: (B).